Formula: C40H112N10O11
Source: the Open Molecules 2025 dataset
Level of theory: the ωB97M-V functional and the def2-TZVPD basis

Each line ends with the Löwdin charge.
Atoms and positions in Å:
C  20.06413  21.15663  -15.05351  -0.0789
O  20.11588  22.16621  -16.03570  -0.1629
C  18.99526  22.20942  -16.87083  -0.2360
C  19.21126  23.18866  -18.00338  -0.4253
C  19.12836  24.63617  -17.55691  -0.0667
N  18.14014  22.99724  -19.02540  0.0256
H  20.97614  20.55505  -15.08250  0.0849
H  19.20066  20.48849  -15.09876  0.0756
H  20.02917  21.64766  -14.07601  0.0712
H  18.81455  21.20645  -17.29700  0.1228
H  18.07180  22.46213  -16.32386  0.1264
H  20.16879  22.95177  -18.47547  0.1397
H  19.91171  24.85838  -16.81940  0.0804
H  18.20026  24.94445  -17.08175  0.0662
H  19.39818  25.29808  -18.38330  0.0750
H  18.46977  23.39948  -19.89629  0.0684
H  18.08887  21.99504  -19.20566  0.0618
C  15.83317  23.11594  -8.38565  -0.1056
O  14.65985  22.57888  -7.83007  -0.1814
C  13.70335  23.55748  -7.53988  -0.2353
C  12.50992  23.01760  -6.77793  -0.4259
C  12.88761  22.24557  -5.53432  -0.0577
N  11.67117  22.18780  -7.67823  0.0375
H  16.28330  23.86256  -7.72132  0.0945
H  15.54480  23.52687  -9.36376  0.0785
H  16.63374  22.39783  -8.56837  0.0739
H  14.12131  24.36189  -6.91623  0.1285
H  13.40637  24.02387  -8.49348  0.1122
H  11.89821  23.89133  -6.51794  0.1332
H  13.54040  21.38231  -5.61544  0.0585
H  11.96222  21.91117  -5.05518  0.0772
H  13.33761  22.95475  -4.82981  0.0832
H  10.71606  22.07411  -7.37148  0.0649
H  11.67818  22.64773  -8.58077  0.0489
C  23.36956  23.18834  -11.57814  -0.1115
O  22.20416  22.55998  -11.09189  -0.1896
C  21.04077  23.28083  -11.43038  -0.2306
C  19.82431  22.42789  -11.17855  -0.4462
C  18.55718  23.04136  -11.73046  -0.0591
N  19.68668  22.10883  -9.75422  0.0574
H  24.22080  22.68148  -11.12384  0.0859
H  23.40770  24.24302  -11.28939  0.0883
H  23.45450  23.08021  -12.66421  0.0884
H  20.98347  24.20641  -10.83564  0.1346
H  21.04648  23.60428  -12.48143  0.1274
H  20.03973  21.49966  -11.73622  0.1284
H  17.63121  22.54733  -11.42621  0.0506
H  18.52359  22.99928  -12.82330  0.0648
H  18.37527  24.08487  -11.45417  0.0822
H  20.53058  21.58570  -9.51176  0.0687
H  18.99146  21.37477  -9.62090  0.0194
C  22.35730  15.71267  -18.97255  -0.1017
O  21.73591  15.44311  -17.72061  -0.2043
C  20.59382  16.23890  -17.43647  -0.2080
C  19.54677  16.13259  -18.52533  -0.4558
C  18.24909  16.78007  -18.03384  -0.0857
N  19.20999  14.77413  -18.97168  0.0504
H  22.71934  16.74649  -18.99138  0.0864
H  21.70736  15.47974  -19.81458  0.0791
H  23.25239  15.09368  -18.99959  0.0918
H  20.17769  15.84967  -16.50159  0.1292
H  20.87362  17.28097  -17.22591  0.1208
H  19.79225  16.72975  -19.40929  0.1331
H  17.82838  16.25435  -17.16817  0.0812
H  17.48896  16.91128  -18.79596  0.0690
H  18.47515  17.76109  -17.59204  0.0713
H  18.81487  14.25027  -18.19076  0.0788
H  20.10306  14.28894  -19.08549  0.0591
C  12.84922  23.03437  -11.84357  -0.1214
O  13.67304  23.53856  -12.85672  -0.2115
C  13.81269  24.93588  -12.82258  -0.2087
C  14.69696  25.41698  -13.94563  -0.4270
C  16.07592  24.74156  -13.97839  -0.0433
N  14.84296  26.88394  -13.86897  0.0308
H  11.80476  23.16712  -12.14580  0.0830
H  12.93806  23.44134  -10.82504  0.0759
H  13.01973  21.97630  -11.63347  0.0872
H  12.86865  25.49182  -12.86525  0.1334
H  14.27109  25.22472  -11.86240  0.1309
H  14.17639  25.28273  -14.90025  0.1406
H  16.04568  23.64993  -13.90521  0.0582
H  16.60374  25.07818  -13.08193  0.0750
H  16.60802  24.98825  -14.89604  0.0666
H  15.38096  27.14788  -13.04844  0.0698
H  15.39984  27.14189  -14.67560  0.0687
C  18.57962  17.98440  -13.70249  -0.0903
O  17.97272  19.19480  -13.29203  -0.2106
C  16.55818  19.15627  -13.42189  -0.1877
C  16.07189  20.51392  -12.97007  -0.4044
C  15.78746  20.64813  -11.49207  -0.0497
N  14.86119  20.96105  -13.70381  0.0669
H  18.19358  17.15526  -13.09812  0.0936
H  19.65789  18.06571  -13.60605  0.0652
H  18.30721  17.80154  -14.75094  0.0801
H  16.29596  18.87261  -14.44843  0.1125
H  16.18558  18.32894  -12.79577  0.1287
H  16.85618  21.21970  -13.27562  0.1179
H  15.10087  19.85739  -11.18492  0.0896
H  15.55004  21.66478  -11.18375  0.0648
H  16.72760  20.45084  -10.96481  0.0511
H  14.58807  21.88800  -13.39617  0.0280
H  15.05966  20.96726  -14.69994  0.0400
C  15.42772  18.75033  -5.39371  -0.0998
O  16.69639  18.43600  -5.94943  -0.1693
C  16.91767  19.24445  -7.07722  -0.2300
C  18.09012  18.67525  -7.86318  -0.4263
C  19.40435  18.81654  -7.10392  -0.0570
N  18.18543  19.35436  -9.15625  0.0375
H  15.33742  18.35509  -4.38273  0.0870
H  14.66393  18.31052  -6.03766  0.0930
H  15.28150  19.82909  -5.29180  0.0735
H  16.03540  19.26496  -7.73255  0.1262
H  17.15715  20.29666  -6.87107  0.1287
H  17.95145  17.60243  -8.04704  0.1385
H  19.54898  19.85927  -6.80257  0.0830
H  20.26128  18.57768  -7.74063  0.0722
H  19.46609  18.18807  -6.21868  0.0781
H  17.51760  18.91838  -9.77928  0.0661
H  19.09312  19.33705  -9.59929  0.0668
C  11.31194  21.55155  -14.64073  -0.1249
O  10.18932  20.74762  -14.88324  -0.1749
C  9.69687  20.11781  -13.70934  -0.2156
C  8.23073  19.76842  -13.89538  -0.4475
C  7.34488  21.00153  -13.96674  -0.0597
N  7.75732  18.88670  -12.82226  0.0345
H  11.76142  21.77689  -15.61484  0.0884
H  12.10703  21.07966  -14.05510  0.0615
H  11.09527  22.55324  -14.25057  0.0828
H  10.29650  19.21928  -13.50919  0.1031
H  9.84768  20.74769  -12.81959  0.1312
H  8.13752  19.23286  -14.84466  0.1404
H  7.32301  21.48625  -12.99027  0.0791
H  6.35103  20.69976  -14.30282  0.0786
H  7.66449  21.68246  -14.75631  0.0774
H  8.48544  18.22185  -12.56716  0.0668
H  7.67441  19.43390  -11.96561  0.0683
C  24.17768  17.99292  -16.30501  -0.0930
O  24.15628  18.79084  -15.13243  -0.1998
C  24.77675  18.21157  -14.01289  -0.2108
C  23.71523  17.71430  -13.00005  -0.4356
C  22.48956  18.60486  -12.94083  -0.0689
N  24.34296  17.44830  -11.69738  0.0329
H  23.97208  16.95179  -16.04954  0.0900
H  25.10450  18.12728  -16.86797  0.0893
H  23.36679  18.36832  -16.93100  0.0775
H  25.39539  17.33783  -14.23302  0.1226
H  25.41280  18.96079  -13.52907  0.1242
H  23.42151  16.76190  -13.45714  0.1322
H  21.79682  18.51997  -12.10408  0.0736
H  21.89772  18.46794  -13.85492  0.0538
H  22.72670  19.66996  -13.06442  0.0794
H  24.40936  18.34175  -11.20730  0.0721
H  23.62302  16.99009  -11.13926  0.0681
C  14.97320  17.79582  -17.44357  -0.1036
O  14.20534  17.14727  -16.44043  -0.1849
C  13.62662  18.07020  -15.53283  -0.2170
C  13.25124  17.32729  -14.26079  -0.4336
C  12.10000  16.35837  -14.48144  -0.0601
N  12.97929  18.23973  -13.14511  0.0659
H  15.83193  18.26073  -16.94937  0.0706
H  14.36718  18.58549  -17.90528  0.0806
H  15.22074  17.04442  -18.18720  0.0834
H  14.34398  18.86175  -15.30309  0.0784
H  12.73060  18.53434  -15.97454  0.1364
H  14.12123  16.71695  -13.99837  0.1371
H  12.43582  15.60716  -15.19600  0.0772
H  11.18524  16.84330  -14.83638  0.0742
H  11.79887  15.86482  -13.55612  0.0747
H  12.31481  18.94801  -13.44523  0.0311
H  13.81091  18.79104  -12.95252  0.0272
O  15.31030  20.93111  -16.90970  -0.0591
H  14.43237  20.89363  -17.30537  0.0456
H  15.66245  21.78871  -17.17825  0.0397

## Properties
E_HOMO ... -8.80 eV
Energy relative to the best compared isomer or geometry (same formula, charge and spin) ... 11.9 kcal/mol
SMILES ... COC[C@H](C)N.COC[C@H](C)N.COC[C@H](C)N.COC[C@H](C)N.COC[C@H](C)N.COC[C@H](C)N.COC[C@H](C)N.COC[C@H](C)N.COC[C@H](C)N.COC[C@H](C)N.O
Multiplicity ... 1
HOMO-LUMO gap ... 9.13 eV
E ... -2966.19292 Ha